[1]
Density functional theory data (ωB97M-V with the def2-TZVPD basis set) for a structure of composition C27H44N5O2PdS2Se at a distorted geometry.

The geometry in ORCA input format:
```
! RIJCOSX wB97M-V def2-TZVPD def2/J DEFGRID3
* xyz 3 5
Pd -2.3977 -1.7966 -0.0614
C 1.6244 5.2721 -2.6145
C 3.0306 4.9456 -2.1178
C 3.3087 3.4587 -2.3529
C 4.5858 2.8880 -1.6790
N 4.4428 2.6644 -0.2178
C 3.7350 1.5738 0.2825
Se 3.1091 0.1320 -0.6635
N 3.4972 1.8271 1.5732
C 2.8690 0.8905 2.5662
C 1.4005 1.2808 2.9178
C 0.4449 0.7056 1.9416
C -0.9883 1.2459 2.0934
C 4.1103 3.0160 1.9298
C 4.2509 3.6697 3.1808
C 5.0019 4.8322 3.2221
C 5.6603 5.3452 2.0514
C 5.4281 4.7691 0.8538
C 4.7260 3.5151 0.8137
H 1.4561 6.3295 -2.4504
H 0.8371 4.7722 -2.0756
H 1.6153 5.0168 -3.6801
H 3.0914 5.1847 -1.0640
H 3.7368 5.5506 -2.7159
H 3.4193 3.2066 -3.4248
H 2.5248 2.7414 -2.0163
H 5.4343 3.5648 -1.7582
H 4.8381 2.0017 -2.2272
H 3.4369 0.9036 3.4512
H 2.8072 -0.1180 2.1462
H 1.4217 2.3948 2.9606
H 1.2549 0.8838 3.9086
H 0.3680 -0.3764 2.0838
H 0.8336 0.9288 0.9413
H -1.4710 0.7166 2.9179
H -1.5838 1.0619 1.1815
H -0.9997 2.2583 2.3089
H 3.6952 3.4726 4.0794
H 5.0671 5.4506 4.1512
H 6.2436 6.2410 2.1781
H 5.8612 5.2174 -0.0210
C -1.6710 2.3281 -1.7490
C -1.7517 0.8705 -2.0545
C -2.1687 0.5829 -3.4679
O -1.6074 0.0289 -1.1675
H -2.5571 2.9226 -1.9601
H -0.8849 2.7218 -2.4251
H -1.4511 2.4452 -0.7023
H -1.3656 0.8172 -4.1308
H -2.9397 1.2808 -3.7205
H -2.4001 -0.4758 -3.6941
C -3.9881 -6.6048 -1.2205
C -4.5300 -5.8170 -0.0651
N -3.5643 -4.7435 0.2920
C -2.2967 -4.7956 -0.1281
N -1.5615 -3.6209 -0.0219
C -0.1589 -3.6806 0.1910
C 0.4887 -4.7916 -0.6537
C -0.2743 -6.0897 -0.4786
N -1.7460 -5.8813 -0.5484
C -2.6042 -7.0673 -0.8378
H -4.0773 -5.9765 -2.1627
H -4.6409 -7.4479 -1.4712
H -4.6840 -6.3747 0.8792
H -5.4688 -5.3396 -0.3560
H -4.0200 -3.8574 0.4607
H 0.1252 -3.6961 1.2524
H 0.2869 -2.6951 0.0015
H 1.4618 -5.1094 -0.3149
H 0.5966 -4.4244 -1.6444
H -0.2293 -6.5047 0.5355
H 0.0851 -6.8803 -1.1263
H -2.6607 -7.7660 -0.0324
H -2.1022 -7.5362 -1.6807
C -6.9576 -0.0455 1.2365
O -5.7283 -0.4065 1.8900
C -4.7617 -1.0464 1.3187
S -4.5480 -1.2671 -0.3924
S -3.5729 -1.8114 2.2946
H -7.1043 -0.6365 0.3556
H -6.9540 1.0055 0.9467
H -7.7406 -0.2524 1.9584
*
```

E_HOMO (alpha / beta) in eV: -15.697 / -15.771
Total energy in Eh: -4804.16980
Kohn-Sham gap (alpha / beta) in eV: 8.31 / 4.84

The Mulliken scheme yields these atomic charges, measured in e: 0.780 -1.356 -0.119 -0.150 -1.217 0.311 -0.280 0.145 0.425 -1.244 -0.542 0.535 -1.316 0.881 -0.821 -0.516 -0.793 -0.662 0.573 0.417 0.234 0.367 0.250 0.302 0.498 0.015 0.363 0.449 0.564 0.365 0.398 0.407 0.003 -0.072 0.387 0.068 0.486 0.420 0.379 0.436 0.412 -0.938 0.729 -1.471 -0.289 0.458 0.269 0.169 0.424 0.403 0.307 -0.568 -0.635 0.107 0.260 0.033 -0.730 -0.698 -0.622 0.039 -0.622 0.267 0.393 0.326 0.369 0.024 0.363 0.282 0.373 0.374 0.361 0.443 0.317 0.409 -0.674 -0.251 0.663 -0.212 -0.188 0.374 0.298 0.280

---

[2]
Density functional theory data (ωB97M-V with the def2-TZVPD basis set) for the molecule C27H44O3.

The geometry in ORCA input format:
```
! RIJCOSX wB97M-V def2-TZVPD def2/J DEFGRID3
* xyz 0 1
C 5.0284 1.8871 0.6139
C 5.4525 0.6736 0.9468
C 5.9965 0.3575 2.3146
C 7.3558 -0.3318 2.2152
C 7.2479 -1.5901 1.3513
O 8.4598 -2.3090 1.3070
C 6.7666 -1.2014 -0.0539
C 5.4627 -0.4546 0.0052
C 4.4160 -0.8115 -0.7558
C 3.1101 -0.2038 -0.7080
C 2.1212 -0.3616 -1.5957
C 2.2076 -1.1555 -2.8693
C 1.0740 -2.1825 -2.9617
C -0.3019 -1.5509 -2.7437
C -0.3543 -0.7877 -1.4171
C -0.1577 -1.7361 -0.2319
C -1.5917 0.1225 -1.2158
C -2.8956 -0.5122 -0.6980
C -3.3869 -1.6509 -1.5892
C -3.9792 0.5755 -0.6000
C -5.2647 0.1036 0.0815
C -6.1947 1.2707 0.4802
O -7.5364 0.9433 0.1941
C -6.1075 1.6704 1.9808
C -6.9567 2.9212 2.2165
C -4.6768 1.9197 2.4567
O -6.7141 0.6314 2.7445
C -1.0770 1.2363 -0.2666
C 0.4595 1.1682 -0.2668
C 0.7727 0.2752 -1.4595
H 4.6665 2.1085 -0.3753
H 5.0411 2.7034 1.3175
H 6.0792 1.2707 2.9062
H 5.2968 -0.3139 2.8222
H 7.7168 -0.6025 3.2095
H 8.0819 0.3523 1.7649
H 6.5310 -2.2855 1.8022
H 9.1367 -1.7447 0.9151
H 6.6710 -2.0980 -0.6689
H 7.5287 -0.5576 -0.5108
H 4.5474 -1.6472 -1.4307
H 2.9422 0.4415 0.1430
H 3.1663 -1.6636 -2.9619
H 2.1216 -0.4611 -3.7119
H 1.2380 -2.9643 -2.2186
H 1.0992 -2.6561 -3.9461
H -1.0528 -2.3391 -2.7795
H -0.5121 -0.8572 -3.5623
H 0.8811 -2.0492 -0.1624
H -0.7782 -2.6225 -0.3398
H -0.4202 -1.2505 0.7028
H -1.8206 0.5725 -2.1886
H -2.7195 -0.9104 0.3072
H -3.4567 -1.3215 -2.6232
H -4.3697 -1.9857 -1.2696
H -2.7210 -2.5061 -1.5378
H -4.2213 0.9282 -1.6044
H -3.5829 1.4227 -0.0432
H -5.0171 -0.5099 0.9526
H -5.8383 -0.5219 -0.6041
H -5.9591 2.1419 -0.1398
H -7.8787 0.4776 0.9724
H -6.4876 3.7846 1.7545
H -7.0592 3.0927 3.2844
H -7.9457 2.7838 1.7883
H -4.0611 1.0289 2.3544
H -4.2243 2.7260 1.8868
H -4.6962 2.2038 3.5068
H -6.1241 -0.1307 2.7540
H -1.4171 2.2135 -0.6083
H -1.4617 1.0879 0.7429
H 0.8242 0.7186 0.6556
H 0.9140 2.1535 -0.3638
H 0.6051 0.8705 -2.3675
*
```

E_HOMO in eV: -7.917
Total energy in Eh: -1280.92020
Kohn-Sham gap in eV: 8.56
SMILES string: C=C1CC[C@H](O)C/C1=C/C=C1\CCC[C@]2(C)[C@@H]([C@H](C)CC[C@@H](O)C(C)(C)O)CC[C@@H]12
ΔE to the lowest compared entry with this formula, charge and spin in kJ/mol: 3.7

The Mulliken scheme yields these atomic charges, measured in e: -1.324 0.394 -0.701 -0.727 -0.063 -0.569 -1.139 1.000 -1.153 -0.187 -0.066 -0.843 -0.889 -0.892 1.397 -2.163 -0.528 0.874 -1.942 -0.787 -0.866 -0.145 -0.671 1.206 -1.830 -1.601 -0.590 -1.057 -1.179 0.130 0.367 0.316 0.380 0.320 0.310 0.346 0.346 0.356 0.201 0.480 0.228 0.608 0.365 0.346 0.373 0.473 0.360 0.443 0.477 0.305 0.452 0.530 0.374 0.302 0.532 0.341 0.337 0.224 0.384 0.378 0.537 0.495 0.380 0.456 0.332 0.228 0.346 0.509 0.446 0.396 0.111 0.416 0.441 0.564

---

[3]
Density functional theory data (ωB97M-V with the def2-TZVPD basis set) for a cluster of 7 separate species, C27H45BrFO21P in total at a distorted geometry.

The geometry in ORCA input format:
```
! RIJCOSX wB97M-V def2-TZVPD def2/J DEFGRID3
* xyz 0 1
C 0.0733 2.3028 1.4631
C -1.5085 2.3405 1.7315
C -2.3710 1.3366 0.8326
C -1.9852 1.5138 -0.7110
C -2.4047 2.6683 -1.3960
F -3.1795 3.6456 -0.7536
C -1.9712 2.8447 -2.9041
O -2.3882 3.8329 -3.5412
C -0.9955 1.7509 -3.5342
C -0.5781 0.5591 -2.8434
P 0.5431 -0.7093 -3.7305
O 1.5597 -1.4753 -2.5672
Br 1.9807 0.4795 -5.0510
C -1.1035 0.3477 -1.3419
O -0.8103 -0.6718 -0.6650
H 0.3913 3.3829 1.2348
H 0.5759 1.8985 2.4064
H 0.3955 1.6596 0.5854
H -1.6792 2.0995 2.8277
H -1.8972 3.3931 1.5190
H -2.2784 0.2495 1.1852
H -3.4730 1.6147 1.0059
H -0.6432 1.9077 -4.6055
H 1.8783 -0.7313 -1.9987
C -3.2976 0.9446 7.6322
O -4.2120 0.1112 6.9199
C -3.9140 -0.0498 5.6222
O -2.9712 0.4385 5.0447
O -4.8454 -0.8469 5.0774
C -4.6505 -1.1043 3.6895
H -3.6373 1.0022 8.6663
H -2.2945 0.5146 7.6212
H -3.2894 1.9530 7.2140
H -3.7002 -1.6160 3.5225
H -4.6954 -0.1760 3.1159
H -5.4562 -1.7569 3.3535
C -1.3882 -1.9197 5.9216
O -0.1877 -2.6702 5.7393
C 0.9057 -1.9193 5.5427
O 0.9430 -0.7156 5.5112
O 1.9534 -2.7464 5.3866
C 3.1967 -2.0814 5.1669
H -2.2053 -2.6267 6.0719
H -1.3144 -1.2852 6.8068
H -1.6074 -1.3233 5.0365
H 3.4540 -1.4530 6.0217
H 3.1607 -1.4901 4.2498
H 3.9668 -2.8454 5.0556
C 1.1730 4.4915 -3.1761
O 2.5228 4.9308 -3.3167
C 3.3863 4.3168 -2.4890
O 3.1081 3.4667 -1.6812
O 4.6117 4.8146 -2.7169
C 5.6355 4.2474 -1.8999
H 0.5635 5.0499 -3.8873
H 1.0849 3.4329 -3.4092
H 0.8022 4.6957 -2.1693
H 5.7243 3.1748 -2.0828
H 5.4390 4.4441 -0.8442
H 6.5781 4.7232 -2.1705
C 1.3010 -9.5024 6.1795
O 2.0366 -8.5224 5.4503
C 1.3907 -7.3556 5.2916
O 0.2881 -7.0956 5.7034
O 2.1869 -6.5319 4.5955
C 1.6238 -5.2411 4.3498
H 1.9172 -10.3992 6.2456
H 1.0905 -9.1518 7.1920
H 0.3754 -9.7561 5.6588
H 1.4269 -4.7257 5.2845
H 0.7108 -5.3266 3.7558
H 2.3511 -4.6616 3.7817
C -2.7269 -2.8136 -2.3524
O -3.6428 -3.6423 -3.0654
C -3.3336 -3.8145 -4.3597
O -2.3835 -3.3402 -4.9297
O -4.2673 -4.6068 -4.9081
C -4.0634 -4.8771 -6.2938
H -3.0701 -2.7409 -1.3203
H -1.7273 -3.2533 -2.3521
H -2.7061 -1.8078 -2.7781
H -3.1174 -5.3996 -6.4494
H -4.0945 -3.9535 -6.8753
H -4.8744 -5.5238 -6.6289
C 3.0610 5.6835 -10.1716
O 3.5022 5.0474 -8.9739
C 3.3856 5.8071 -7.8726
O 2.9551 6.9323 -7.8317
O 3.8316 5.0951 -6.8277
C 3.7665 5.7841 -5.5767
H 3.2012 4.9799 -10.9925
H 2.0000 5.9330 -10.1071
H 3.6556 6.5762 -10.3755
H 2.7357 6.0371 -5.3307
H 4.3902 6.6810 -5.5986
H 4.1499 5.1199 -4.8119
*
```

E_HOMO in eV: -9.403
Total energy in Eh: -5651.02637
Kohn-Sham gap in eV: 7.19
SMILES string: CCCC1=C(F)C(=O)C=C(P(O)Br)C1=O.COC(=O)OC.COC(=O)OC.COC(=O)OC.COC(=O)OC.COC(=O)OC.COC(=O)OC

The Mulliken scheme yields these atomic charges, measured in e: -0.730 -0.399 -0.932 0.300 0.624 -0.336 0.271 -0.563 -0.700 0.477 0.527 -0.448 -0.280 0.454 -0.682 0.203 0.290 0.130 0.242 0.326 0.254 0.257 0.347 0.329 -0.525 -0.340 0.860 -0.472 -0.353 -0.602 0.226 0.216 0.281 0.274 0.249 0.279 -0.464 -0.280 0.661 -0.586 -0.276 -0.817 0.341 0.224 0.093 0.319 0.339 0.268 -0.629 -0.261 0.716 -0.554 -0.308 -0.678 0.314 0.217 0.316 0.311 0.290 0.225 -0.619 -0.323 0.770 -0.542 -0.343 -0.590 0.216 0.292 0.285 0.412 0.301 0.238 -0.486 -0.332 0.738 -0.534 -0.339 -0.612 0.269 0.320 0.185 0.290 0.290 0.217 -0.629 -0.308 0.753 -0.537 -0.284 -0.396 0.220 0.289 0.290 0.215 0.304 0.151

---

Question: What is the formula in the second record?
Answer: C27H44O3

---

Question: Which of these has the highest total energy?
Answer: C27H44O3

---

Question: The highest total energy belongs to which entry?
Answer: C27H44O3